DFT (wB97M-V/def2-TZVPD) results for a structure of composition C21H54Mn2N5O18S3 at a distorted geometry.

Each line ends with the Löwdin spin population.
Positions of all 103 atoms, in Å:
Mn: 2.6760 0.3559 2.1952  4.7283
Mn: -1.4795 -0.4906 -2.1893  4.7544
N: 1.7616 3.2470 0.9919  0.0056
O: 0.7396 3.9080 0.8239  0.0073
O: 2.8866 3.6825 0.8422  0.0025
O: 1.6053 1.9964 1.3193  0.0540
N: 5.1749 0.6171 0.3986  0.0057
O: 5.9862 0.0099 -0.2768  0.0065
O: 5.3286 1.7682 0.7539  0.0072
O: 4.0771 -0.0013 0.7299  0.0498
N: 0.6931 -1.3393 0.2035  0.0152
O: 0.8110 -2.5530 0.0930  0.0135
O: 1.2598 -0.7134 1.1108  0.0458
O: -0.0405 -0.6825 -0.5728  0.0497
C: -2.2514 1.8330 0.3563  0.0007
C: -2.9759 1.8392 -0.9650  0.0047
N: -2.1440 1.5568 -2.1756  0.0181
C: -2.9466 2.0243 -3.3325  0.0090
C: -2.3031 1.7260 -4.6721  0.0087
C: -0.8419 2.2751 -2.1044  0.0136
C: -0.8811 3.8001 -2.0612  0.0044
H: -1.4572 2.5738 0.4319  0.0001
H: -1.7806 0.8622 0.5235  0.0003
H: -2.9654 2.0526 1.1495  0.0000
H: -3.8434 1.1752 -0.9909  0.0002
H: -3.4993 2.7981 -1.0874  0.0004
H: -3.9128 1.5213 -3.2281  0.0005
H: -3.1551 3.0900 -3.2359  0.0004
H: -1.4008 2.3379 -4.7532  0.0000
H: -2.0604 0.6704 -4.8236  0.0057
H: -2.9434 2.0629 -5.4852  0.0005
H: -0.1129 1.9553 -2.8640  0.0042
H: -0.2747 1.9726 -1.2140  0.0012
H: -1.4090 4.1592 -1.1771  0.0003
H: -1.1897 4.2535 -2.9990  0.0002
H: 0.1350 4.1356 -1.8459  0.0001
C: -0.6590 1.5911 3.3671  0.0000
C: 0.5519 1.4122 4.2883  0.0045
N: 1.3567 0.1872 3.9900  0.0193
C: 0.4899 -0.9915 4.1507  0.0034
C: 1.2164 -2.3092 3.9472  0.0033
C: 2.4455 0.2566 5.0434  0.0190
C: 2.1929 -0.3944 6.4070  0.0044
H: -1.5726 1.1021 3.7222  0.0000
H: -0.4891 1.1562 2.3811  0.0000
H: -0.8436 2.6484 3.1866  0.0000
H: 1.1915 2.2494 3.9938  0.0008
H: 0.3217 1.5461 5.3458  0.0006
H: -0.1182 -0.9624 5.0569  0.0002
H: -0.2213 -0.8920 3.3247  0.0000
H: 0.5951 -3.1549 4.2345  0.0002
H: 1.5798 -2.4775 2.9299  0.0016
H: 2.1492 -2.3609 4.5204  0.0001
H: 2.7977 1.2773 5.1769  0.0013
H: 3.3534 -0.2313 4.6289  0.0090
H: 1.1880 -0.1724 6.7594  0.0005
H: 2.9295 0.0696 7.0682  0.0001
H: 2.4123 -1.4551 6.4865  0.0002
O: -0.2708 -3.7733 -4.5989  0.0015
S: -0.1187 -3.4822 -3.2302  0.0078
O: -1.0341 -2.5391 -2.6036  0.0373
O: -0.3102 -4.7590 -2.3620  0.0011
C: 0.0775 -6.0339 -2.9668  0.0003
C: -0.6289 -7.1618 -2.2286  0.0001
C: 1.5596 -3.0548 -2.8951  0.0011
H: 1.1549 -6.1304 -2.8312  0.0000
H: -0.2066 -6.0473 -4.0138  0.0000
H: -1.6999 -6.9355 -2.1637  0.0000
H: -0.3016 -7.1544 -1.1906  0.0000
H: -0.5528 -8.0647 -2.8234  0.0000
H: 1.7436 -1.9934 -3.0451  0.0004
H: 2.1503 -3.5750 -3.6509  0.0001
H: 1.8198 -3.4443 -1.9185  0.0001
O: 4.1299 4.4762 -4.0423  0.0000
S: 2.8152 4.5813 -3.5256  0.0000
O: 1.7609 5.0322 -4.3750  0.0000
O: 2.3760 3.1426 -2.9947  0.0000
C: 3.4015 2.2975 -2.4083  0.0001
C: 2.6721 1.0164 -2.0784  0.0000
C: 2.7882 5.4980 -2.0106  0.0000
H: 3.7792 2.7474 -1.4879  0.0000
H: 4.2032 2.1345 -3.1229  0.0000
H: 2.1767 0.6671 -2.9885  0.0001
H: 2.0246 1.1599 -1.2120  -0.0003
H: 3.3232 0.2240 -1.6977  0.0000
H: 3.0225 6.5293 -2.2592  0.0000
H: 3.5783 5.0669 -1.3973  0.0000
H: 1.8333 5.3799 -1.5139  0.0000
O: -2.8936 -1.2114 -0.7798  0.0488
S: -2.8592 -2.0666 0.3914  0.0083
O: -2.1230 -1.6241 1.5247  0.0015
O: -4.3631 -2.2498 0.7475  0.0024
C: -4.7470 -2.3678 2.1687  0.0007
C: -5.2604 -1.0361 2.6649  0.0000
C: -2.4167 -3.7066 -0.0520  0.0006
H: -3.9453 -2.7754 2.7830  0.0000
H: -5.5163 -3.1377 2.1360  0.0001
H: -4.6645 -0.2036 2.2947  0.0000
H: -5.2956 -1.0573 3.7533  0.0000
H: -6.2693 -0.8443 2.2964  0.0000
H: -2.8259 -4.2739 0.7887  0.0001
H: -1.3392 -3.8310 0.0257  0.0001
H: -2.8815 -3.9936 -0.9851  0.0000

Values from the calculation:
Expectation value of S² ... 30.010
Net charge ... +1
Kohn-Sham gap (alpha / beta) ... 0.301 / 0.274 Eh
Spin multiplicity ... 11
Energy relative to the best compared isomer or geometry (same formula, charge and spin) ... 0.0000 eV
E ... -162089.638 eV


DFT (wB97M-V/def2-TZVPD) results for a cluster of 9 separate species, C21H54N6O9 in total at a distorted geometry.

Each line ends with the Mulliken charge.
Positions of all 90 atoms, in Å:
C: -1.9267 4.0174 1.7867  -0.9441
N: -1.0449 5.0374 2.3356  0.3117
C: -0.7069 4.9334 3.7381  -0.9298
C: -0.7806 6.1427 1.6144  0.0233
O: -1.1647 6.3878 0.4919  -0.5856
H: -1.3303 3.2408 1.3049  0.0755
H: -2.6287 4.4391 1.0718  0.3818
H: -2.5309 3.5061 2.5369  0.4164
H: -0.2640 3.9588 3.9448  0.2327
H: 0.0249 5.6763 4.0567  0.3285
H: -1.5927 5.0941 4.3566  0.3567
H: -0.2383 6.9143 2.1836  0.3445
C: -0.4551 -5.9849 -1.9543  -0.8551
N: 0.1793 -4.7000 -2.0005  0.2064
C: 1.6016 -4.6509 -2.1673  -0.9581
C: -0.4907 -3.5455 -1.7661  0.0058
O: 0.0309 -2.4629 -1.6332  -0.4177
H: -1.5402 -5.8435 -1.9991  0.3119
H: -0.3605 -6.5475 -1.0184  0.3128
H: -0.1282 -6.6062 -2.7862  0.3072
H: 1.9105 -5.3117 -2.9851  0.4268
H: 2.0057 -3.6888 -2.4821  0.1388
H: 2.1591 -4.9200 -1.2637  0.3003
H: -1.5625 -3.7335 -1.6075  0.3534
C: 2.1231 5.3458 -1.8791  -1.0234
N: 1.8074 4.2373 -1.0199  0.2466
C: 2.6387 4.1406 0.1505  -0.8908
C: 0.7297 3.4536 -1.2381  -0.1995
O: 0.4495 2.4833 -0.5519  -0.0164
H: 3.1881 5.3165 -2.1212  0.3356
H: 1.9030 6.3131 -1.4072  0.3431
H: 1.5893 5.4613 -2.8240  0.3320
H: 3.6427 3.7750 -0.0548  0.3611
H: 2.6537 5.0849 0.7024  0.3940
H: 2.2138 3.4892 0.9149  0.0105
H: 0.0967 3.7641 -2.0746  0.3033
C: -1.3732 0.6006 -4.0720  -0.8401
N: -2.7255 0.9323 -3.5942  0.1795
C: -2.7119 1.2719 -2.1715  -0.8350
C: -3.7373 1.1992 -4.4621  0.1158
O: -4.8253 1.6512 -4.2198  -0.5748
H: -0.5950 0.9355 -3.3946  0.0475
H: -1.1653 0.8960 -5.1003  0.4122
H: -1.3310 -0.4945 -4.0933  0.3262
H: -3.7411 1.4014 -1.8370  0.3440
H: -2.2213 0.4951 -1.5884  0.2678
H: -2.1982 2.2267 -2.0360  0.2856
H: -3.3447 0.8522 -5.4392  0.2933
C: -1.1202 -4.6106 2.5414  -0.9696
N: 0.2811 -4.3270 2.4261  0.1807
C: 0.6388 -2.9976 2.0435  -0.2878
C: 1.2119 -5.3046 2.5816  0.1332
O: 2.4074 -5.2004 2.4376  -0.5742
H: -1.3550 -5.6443 2.8032  0.4056
H: -1.5648 -4.4420 1.5539  0.2715
H: -1.6277 -4.0246 3.3096  0.3017
H: 1.6718 -2.8783 1.7275  0.1757
H: 0.0334 -2.6179 1.2161  -0.1615
H: 0.4392 -2.2630 2.8327  0.3849
H: 0.7023 -6.2617 2.7821  0.2740
C: 2.2278 -0.1202 -2.0778  -0.7645
N: 3.2740 -1.0899 -1.9806  0.3197
C: 3.4313 -1.7621 -0.6864  -0.7716
C: 4.2830 -1.1481 -2.8855  -0.0639
O: 4.4478 -0.4528 -3.8603  -0.5736
H: 2.4794 0.9360 -1.9096  0.4020
H: 1.3511 -0.3802 -1.4909  -0.1477
H: 1.8009 -0.0060 -3.0841  0.4012
H: 2.5159 -1.6527 -0.1157  -0.0901
H: 3.6207 -2.8166 -0.8826  0.3985
H: 4.2486 -1.3641 -0.0831  0.4558
H: 4.9950 -1.9247 -2.5362  0.3381
C: -4.1563 -1.4574 3.2175  -0.2909
O: -3.8595 -2.8427 3.0482  -0.4605
H: -3.6603 -1.1213 4.1280  0.2431
H: -3.8392 -0.8891 2.3489  -0.0514
H: -5.2338 -1.2779 3.2624  0.3549
H: -4.4376 -3.3500 3.6232  0.2689
C: -1.3829 0.1782 1.3344  0.0074
O: -1.6063 -0.9759 0.5270  -0.3317
H: -0.7850 -0.1863 2.1891  0.1766
H: -0.7178 0.9755 0.9982  -0.3381
H: -2.3602 0.5012 1.6839  0.4251
H: -0.7094 -1.1533 0.2051  -0.3158
C: 1.7777 1.2627 2.7546  -0.6374
O: 1.7940 0.8594 1.3975  -0.1857
H: 1.6817 0.3756 3.3840  0.3018
H: 2.6451 1.8759 3.0130  0.2783
H: 0.8632 1.8277 2.9897  0.1004
H: 1.3611 1.5659 0.8856  0.0552

Values from the calculation:
Net charge ... 0
Kohn-Sham gap ... 0.343 Eh
Energy relative to the best compared isomer or geometry (same formula, charge and spin) ... 2.3722 eV
SMILES string ... CN(C)C=O.CN(C)C=O.CN(C)C=O.CN(C)C=O.CN(C)C=O.CN(C)C=O.CO.CO.CO
E ... -50018.945 eV


DFT (wB97M-V/def2-TZVPD) results for a structure of composition C21H55BrN7NbO15P at a distorted geometry.

Each line ends with the Mulliken charge.
Positions of all 101 atoms, in Å:
C: 3.9824 1.2445 2.4315  -0.7210
C: 3.1721 -0.1796 2.5390  -0.7190
C: 1.9558 -0.3259 1.4006  1.5374
C: 2.5977 -0.3480 -0.1073  -0.1506
C: 1.6946 -1.1951 -1.2158  -0.7120
C: 0.1369 -0.6137 -1.3461  0.7943
C: -0.9964 -1.6971 -0.8544  -0.3980
C: -2.5464 -1.0701 -0.8566  -0.8195
C: -2.8920 -0.4203 0.6460  1.0217
C: -4.2223 0.4908 0.4628  -0.7051
C: -4.2069 1.9887 1.0843  -0.6352
C: -3.0761 2.3232 2.2073  -0.0117
C: -1.9691 3.3861 1.5461  -0.7059
C: -1.0067 2.7015 0.4093  0.5436
Nb: 0.6658 4.0252 -0.3834  -1.2636
P: 2.6752 5.2778 -1.3669  0.2262
O: 3.9396 4.0508 -1.5916  -0.5197
Br: 2.2492 5.9890 -3.5077  -0.2532
H: 3.4878 2.0186 1.6846  0.0264
H: 5.1036 1.1064 2.0637  0.2746
H: 4.0550 1.7638 3.4959  0.2408
H: 2.7521 -0.2538 3.6345  0.2357
H: 3.9724 -1.0548 2.4164  0.4029
H: 1.3513 -1.2855 1.6889  -0.6015
H: 1.2530 0.6100 1.5766  -0.5368
H: 2.7275 0.7863 -0.4386  -0.2134
H: 3.7030 -0.7837 -0.0020  0.3400
H: 1.7194 -2.3682 -1.0163  0.1706
H: 2.2713 -1.0543 -2.2475  0.2879
H: 0.1382 0.3945 -0.7135  -0.6949
H: 0.0244 -0.2791 -2.4779  0.2270
H: -0.7639 -2.0913 0.2324  -0.0062
H: -0.9608 -2.6300 -1.5831  0.2361
H: -2.4799 -0.1203 -1.5743  0.3890
H: -3.3393 -1.8529 -1.2108  0.1726
H: -3.1454 -1.3109 1.3616  0.2493
H: -1.9141 0.1273 0.9707  -0.6482
H: -5.1665 -0.1097 0.8732  0.2553
H: -4.4257 0.5996 -0.7080  0.2030
H: -4.1936 2.7722 0.1843  0.2974
H: -5.2670 2.1603 1.6066  0.2969
H: -3.6111 2.9543 3.0666  0.3505
H: -2.5788 1.4042 2.7307  -0.0740
H: -1.3097 3.9115 2.3608  0.3269
H: -2.6177 4.2094 0.9759  0.2949
H: -1.7020 2.2964 -0.4681  0.0549
H: -0.4821 1.7704 0.9399  -0.7659
H: 1.8782 2.8552 0.3634  0.3983
H: 0.6913 5.0251 1.1312  0.0074
H: -0.4894 5.1362 -1.2246  0.0217
H: 0.6824 2.9908 -1.9104  0.2088
H: 3.4858 3.1475 -1.7387  0.3080
C: -1.8144 -6.3209 -1.0477  -0.8776
N: -2.6182 -5.1022 -1.3340  0.9359
O: -3.2285 -5.0660 -2.4089  -0.5658
O: -2.6139 -4.2160 -0.4716  -0.4643
H: -1.9096 -7.0123 -1.8878  0.2866
H: -0.7758 -6.0084 -0.9213  0.3315
H: -2.2088 -6.7686 -0.1333  0.3346
C: 4.5538 6.0537 -6.1001  -0.7256
N: 5.6471 6.4902 -7.0098  0.8324
O: 6.7848 6.5673 -6.5315  -0.5095
O: 5.3324 6.7433 -8.1785  -0.5253
H: 4.9726 5.8663 -5.1090  0.3554
H: 3.8164 6.8581 -6.0614  0.2836
H: 4.1239 5.1402 -6.5160  0.2800
C: 0.6047 3.5081 -5.1735  -0.6674
N: -0.2409 2.3733 -5.6325  0.8470
O: -0.3752 2.2248 -6.8528  -0.5620
O: -0.7459 1.6636 -4.7550  -0.5023
H: 0.9816 4.0439 -6.0473  0.3348
H: -0.0226 4.1602 -4.5623  0.2817
H: 1.4291 3.0907 -4.5919  0.2325
C: -0.2904 -1.6220 5.0143  -0.6643
N: -0.4629 -1.5509 3.5383  0.6458
O: 0.0754 -2.4353 2.8621  -0.4200
O: -1.1337 -0.6092 3.1000  -0.3085
H: 0.3182 -2.4957 5.2572  0.2797
H: 0.2082 -0.7041 5.3324  0.1240
H: -1.2841 -1.7087 5.4585  0.3299
C: 1.4156 2.2319 4.5463  -0.1546
N: 1.4579 1.9952 6.0145  0.9915
O: 2.2958 2.6294 6.6663  -0.5683
O: 0.6488 1.1793 6.4713  -0.6029
H: 2.1780 2.9689 4.2852  0.3595
H: 1.6158 1.2786 4.0529  -0.4496
H: 0.4190 2.6046 4.3011  0.2565
C: -6.4094 -6.9570 -1.8972  -0.7344
N: -5.6328 -6.7643 -0.6429  0.8696
O: -6.1628 -6.0987 0.2545  -0.5116
O: -4.5131 -7.2865 -0.5944  -0.4946
H: -7.3697 -6.4460 -1.8002  0.3032
H: -5.8258 -6.5292 -2.7150  0.2833
H: -6.5557 -8.0305 -2.0326  0.2887
C: 2.7020 -4.9886 2.5304  -0.5963
N: 1.8565 -6.1234 2.0714  0.8997
O: 1.7221 -6.2719 0.8511  -0.5130
O: 1.3514 -6.8332 2.9490  -0.5360
H: 3.0789 -4.4528 1.6566  0.2893
H: 2.0747 -4.3365 3.1417  0.1224
H: 3.5265 -5.4060 3.1120  0.3303

Values from the calculation:
Net charge ... -1
Kohn-Sham gap ... 0.233 Eh
Energy relative to the best compared isomer or geometry (same formula, charge and spin) ... 4.3789 eV
E ... -144664.297 eV


DFT (wB97M-V/def2-TZVPD) results for a structure of composition C21H56BF4O7V at a distorted geometry.

Each line ends with the Löwdin spin population.
Positions of all 90 atoms, in Å:
V: -3.6624 1.1216 -1.1831  2.9306
B: -1.0930 -0.6324 0.2814  0.0013
F: -1.2699 -1.9865 0.3355  0.0008
F: -0.7435 -0.1256 1.4941  0.0000
F: -0.1612 -0.3020 -0.6238  0.0004
F: -2.2112 -0.0009 -0.1704  0.0287
C: 2.7676 -1.1398 0.8653  0.0008
C: 2.4788 -1.8822 2.1805  0.0014
C: 2.4291 -0.9782 3.3901  0.0015
O: 1.2887 -2.4712 2.0063  0.0088
H: 2.8196 -1.8487 0.0389  0.0000
H: 3.7126 -0.6001 0.9265  0.0001
H: 1.9827 -0.4244 0.6198  0.0000
H: 3.2782 -2.6180 2.2682  0.0000
H: 3.3618 -0.4712 3.6376  0.0002
H: 2.2375 -1.5511 4.2973  0.0000
H: 1.6412 -0.2262 3.4316  0.0000
H: 0.6479 -1.7896 1.7910  0.0000
C: 1.7330 3.9910 0.2162  0.0000
C: 1.2534 2.8393 1.0963  0.0000
C: 0.8800 3.3346 2.5002  0.0000
O: 0.1824 2.1832 0.4243  0.0000
H: 2.1814 3.6702 -0.7241  0.0000
H: 2.5049 4.5131 0.7816  0.0000
H: 0.9434 4.7049 -0.0182  0.0000
H: 2.0517 2.1082 1.2240  0.0000
H: 0.0117 3.9828 2.3822  0.0000
H: 1.7174 3.8407 2.9805  0.0000
H: 0.6533 2.4957 3.1583  0.0000
H: 0.1012 1.2731 0.7188  0.0000
C: -0.6010 4.0512 -2.6484  -0.0009
C: -1.3561 2.7392 -2.8897  0.0021
C: -0.5642 1.5566 -3.4332  0.0011
O: -1.8803 2.3984 -1.6482  0.0112
H: -1.1828 4.8517 -2.1916  0.0000
H: -0.3238 4.4695 -3.6161  -0.0003
H: 0.2744 3.8244 -2.0399  0.0001
H: -2.1991 2.9124 -3.5586  0.0008
H: -0.1285 1.7460 -4.4143  0.0001
H: -1.1850 0.6607 -3.4375  0.0003
H: 0.2321 1.2747 -2.7443  0.0001
H: -1.1024 2.2974 -1.0947  0.0006
C: -2.9537 4.4077 1.1532  0.0006
C: -3.0823 2.9004 1.3308  0.0029
C: -3.2857 2.3738 2.7386  0.0005
O: -4.0780 2.3778 0.5820  0.0186
H: -2.1601 4.9281 1.6895  0.0000
H: -3.8910 4.8290 1.5167  0.0001
H: -2.9065 4.5557 0.0744  0.0000
H: -2.1938 2.4456 0.8929  0.0005
H: -2.3962 2.2685 3.3597  0.0000
H: -3.7441 1.3850 2.7206  0.0000
H: -3.9924 3.0287 3.2483  0.0001
H: -4.8914 2.6276 1.0264  0.0004
C: 2.7410 -1.1139 -3.0989  0.0000
C: 3.4239 0.2050 -3.2731  0.0000
C: 3.4001 1.0606 -2.0323  0.0000
O: 4.7313 0.0105 -3.5911  0.0000
H: 2.8212 -1.6721 -4.0317  0.0000
H: 1.7142 -1.0421 -2.7404  0.0000
H: 3.3091 -1.6405 -2.3320  0.0000
H: 3.0033 0.7217 -4.1358  0.0000
H: 2.3956 1.2258 -1.6426  0.0000
H: 3.9450 1.9949 -2.1676  0.0000
H: 3.9776 0.6113 -1.2245  0.0000
H: 5.1261 0.7452 -4.0665  0.0000
C: -2.2229 -5.6703 3.1120  0.0198
C: -1.5178 -4.4309 2.5530  0.1219
C: -1.6599 -3.2469 3.5458  0.0666
O: -0.1529 -4.7559 2.5388  0.6847
H: -3.2730 -5.4579 3.3127  0.0015
H: -1.8262 -5.9729 4.0812  0.0044
H: -2.2142 -6.5807 2.5127  0.0028
H: -1.9200 -4.3086 1.5473  0.0649
H: -2.6156 -3.0656 4.0375  0.0102
H: -1.3575 -2.3530 3.0004  0.0002
H: -0.9271 -3.3792 4.3418  -0.0017
H: 0.3617 -3.9576 2.3987  0.0080
C: -1.0153 -2.6467 -3.4621  0.0003
C: -0.7576 -3.8141 -2.5361  0.0002
C: 0.6389 -3.6788 -1.8551  0.0000
O: -1.7753 -3.7377 -1.5640  0.0025
H: -1.1762 -1.7294 -2.8956  0.0000
H: -1.9102 -2.8331 -4.0558  0.0000
H: -0.1772 -2.4848 -4.1399  0.0001
H: -0.7762 -4.7386 -3.1132  0.0000
H: 0.8166 -4.5610 -1.2400  0.0000
H: 0.7530 -2.7899 -1.2347  0.0000
H: 1.4040 -3.6415 -2.6305  0.0000
H: -1.4141 -3.1916 -0.8620  0.0001

Values from the calculation:
Expectation value of S² ... 6.008
Net charge ... +2
Kohn-Sham gap (alpha / beta) ... 0.215 / 0.116 Eh
Spin multiplicity ... 5
E ... -74238.752 eV